(1)
Formula: CH5NS2
Source: OMol25
Level of theory: the ωB97M-V functional and the def2-TZVPD basis

Properties
LUMO (alpha / beta) (eV): -2.1 / -2.1
Highest occupied orbital energy (alpha / beta) (eV): -7.941 / -7.940
HOMO-LUMO gap (alpha / beta) (eV): 5.89 / 5.89

Positions of all 9 atoms, in Å:
C 1.1256 -0.4319 1.3986
N -2.0957 -1.5724 -0.7251
S 0.2052 -0.0612 -0.1054
S -3.0542 -2.4721 -0.0315
H 0.8447 0.1913 2.1370
H 2.1902 -0.2066 1.0714
H 0.8519 -1.4818 1.6256
H -1.0308 -0.8327 -0.1889
H -2.6734 -2.7769 1.5177

Forces on the atoms, in the same order (eV/Å):
C 1.1333 -2.2873 -3.0470
N -1.8639 -1.2140 -0.0372
S -0.4234 0.6998 -0.9505
S 0.5030 -0.3105 1.5681
H -0.8235 2.0243 2.6540
H -1.1688 -0.8477 0.8711
H 1.0167 0.5610 0.2398
H 1.8600 0.7193 0.8598
H -0.2333 0.6550 -2.1581

natural (NBO) population analysis, charges in e, atoms 1 to 8:
1 C -0.7179
2 N -0.6403
3 S -0.2170
4 S 0.7682
5 H 0.1970
6 H 0.2260
7 H 0.2110
8 H 0.2022

=====

(2)
Formula: C10H19N3O4
Source: OMol25
Level of theory: the ωB97M-V functional and the def2-TZVPD basis

Properties
LUMO (eV): 0.1
Highest occupied orbital energy (eV): -9.601
HOMO-LUMO gap (eV): 9.71

Positions of all 36 atoms, in Å:
C -1.1185 1.7410 -1.1223
C -2.1497 1.2822 -0.0548
C -2.7801 2.4533 0.5886
C -1.4451 0.3098 0.8259
C -1.1951 -1.1369 0.2304
N -0.0069 -1.1961 -0.6245
C 1.3005 -1.5862 -0.3919
O 1.8600 -2.0841 -1.3641
C 2.0890 -1.3011 0.8276
N 3.4243 -1.8425 0.6012
C 2.1795 0.3111 1.0263
C 2.5142 0.9989 -0.2592
N 3.8281 0.7671 -0.6619
O 1.6935 1.5964 -0.9239
C -2.7525 -1.8913 -0.0254
O -2.6027 -3.0561 -0.1450
O -3.9210 -1.4356 -0.5916
H -1.8048 2.2406 -1.7980
H -0.3824 2.4304 -0.7184
H -0.7362 0.8305 -1.5701
H -2.7422 0.8557 -0.7832
H -2.9301 3.0914 -0.3841
H -3.7127 2.1670 1.0935
H -2.1818 3.1873 1.2347
H -0.5348 0.8985 1.1537
H -1.9743 0.3276 1.7653
H -0.9595 -1.8704 0.9733
H -0.1738 -1.3785 -1.5658
H 1.5439 -1.7975 1.6334
H 3.3226 -2.6839 -0.1502
H 3.8020 -2.2879 1.3420
H 3.0798 0.4063 1.6313
H 1.2691 0.7061 1.3264
H 4.2008 -0.1042 -0.3784
H 4.0412 1.2720 -1.5879
H -4.0445 -2.2210 -1.1529

Forces on the atoms, in the same order (eV/Å):
C -1.3486 0.4411 0.5618
C 3.4374 0.4677 -0.6661
C -0.4540 2.6416 -1.2801
C 0.8964 0.0052 1.0043
C -1.3456 2.0622 2.9420
N -1.1963 -0.0610 0.6540
C -0.7139 -0.6138 -2.3288
O -0.0673 0.0870 0.2556
C 0.0952 1.0701 0.2993
N -1.5312 -1.2994 -4.8829
C 1.8161 -2.5474 -0.7504
C 1.1946 -1.2076 -1.3064
N -1.4904 3.3033 -1.9957
O 0.5462 0.5143 0.3109
C 2.4872 0.9442 -3.3030
O 0.6549 -2.7228 1.0506
O 1.1508 1.3225 0.5853
H 0.5768 0.4021 -0.8231
H 0.1890 -0.2622 -0.2869
H 0.5737 0.4962 -0.2590
H -2.5882 -1.4801 -0.4354
H -0.7412 -0.5984 2.0811
H 0.1054 0.4984 -0.1598
H -0.3635 -1.6013 -0.6228
H -0.4199 -1.2128 -0.6183
H -0.5954 -1.0615 0.5391
H 0.0701 0.1092 1.1690
H -0.3649 -0.2223 -1.8751
H 0.1247 0.3933 0.5633
H 0.2467 2.9112 1.9089
H 1.2995 -1.3239 3.4700
H -0.5848 0.3834 0.7766
H -1.2712 0.6357 1.2717
H 0.7607 -0.9493 0.0564
H -0.2054 -1.7294 1.9931
H -0.9434 0.2047 0.1008

natural (NBO) population analysis, charges in e, atoms 1 to 8:
1 C -0.5742
2 C -0.2571
3 C -0.6122
4 C -0.4188
5 C -0.0716
6 N -0.6298
7 C 0.6730
8 O -0.6097

=====

(3)
Formula: C25H37B2IO12
Source: OMol25
Level of theory: the ωB97M-V functional and the def2-TZVPD basis

Properties
LUMO (eV): -0.6
Highest occupied orbital energy (eV): -8.917
HOMO-LUMO gap (eV): 8.32

Positions of all 77 atoms, in Å:
C 3.4202 -7.9842 0.5825
C 3.5934 -9.1330 -0.4895
O 3.7947 -8.6719 -1.8314
B 2.7213 -7.8423 -2.2825
O 1.5108 -8.4263 -2.7080
C 3.0039 -6.2554 -2.2117
C 2.0933 -5.3397 -1.7457
C 0.6830 -5.7739 -1.2300
B 0.0232 -4.6836 -0.2078
O -1.1225 -4.0206 -0.6772
O 0.5557 -4.4175 1.0852
C 2.5719 -3.8432 -1.7699
O 1.8817 -2.9152 -2.1089
C 4.0797 -3.6524 -1.3624
C 4.5240 -2.5451 -0.5314
C 5.9477 -2.4744 -0.1868
I 6.7021 -0.8983 1.0996
C 6.9163 -3.4700 -0.6731
C 6.4818 -4.6021 -1.5203
C 5.0612 -4.6567 -1.8368
C 4.4405 -5.8252 -2.6859
O 4.9974 -6.3194 -3.6336
H 2.3447 -7.6499 0.6821
H 4.0447 -7.0755 0.3412
H 3.7346 -8.3277 1.6002
H 4.5229 -9.6983 -0.1903
H 2.7357 -9.8485 -0.3634
H 1.1340 -8.8343 -1.9011
H 0.7150 -6.7369 -0.6370
H 0.0022 -5.9061 -2.1069
H -0.9859 -3.0411 -0.5565
H 0.9841 -3.5408 1.0000
H 3.8190 -1.7742 -0.1322
H 7.9951 -3.4241 -0.3869
H 7.1964 -5.3857 -1.8730
C -2.7953 2.5159 0.0164
C -2.4049 1.8642 -1.2951
O -1.6603 0.6567 -1.0734
C -2.2157 -0.5315 -0.8228
C -3.6835 -0.6106 -0.5047
O -1.5230 -1.5210 -0.7872
H -3.4442 1.8717 0.6106
H -3.3169 3.4584 -0.1642
H -1.9145 2.7132 0.6189
H -3.2620 1.6778 -1.9471
H -1.7398 2.5321 -1.8444
H -3.8114 -0.6349 0.5778
H -4.0801 -1.5301 -0.9358
H -4.2713 0.2041 -0.9208
C 0.0752 6.4928 3.9754
C -1.2314 6.4277 3.2085
O -1.4215 5.1298 2.6215
C -1.9258 4.0745 3.2734
C -2.0881 4.1380 4.7693
O -2.1812 3.0619 2.6661
H 0.0944 5.7839 4.8059
H 0.2355 7.4954 4.3754
H 0.9118 6.2352 3.3226
H -2.0926 6.7100 3.8161
H -1.1963 7.1292 2.3832
H -1.2263 3.6647 5.2407
H -2.9922 3.5932 5.0411
H -2.2063 5.1462 5.1599
C -3.5794 7.9880 -2.7181
C -3.3637 6.7971 -1.8068
O -2.7812 7.1972 -0.5594
C -3.4816 7.6730 0.4821
C -4.9259 8.0533 0.2904
O -2.9303 7.8538 1.5395
H -4.2738 8.7087 -2.2833
H -3.9758 7.6668 -3.6827
H -2.6381 8.5160 -2.8818
H -4.2768 6.2208 -1.6428
H -2.6479 6.1162 -2.2693
H -4.9902 9.1274 0.1146
H -5.4713 7.8034 1.2002
H -5.4204 7.5234 -0.5207

Forces on the atoms, in the same order (eV/Å):
C -0.2380 0.3749 -0.0824
C 0.9163 -0.2396 1.6029
O -1.6704 0.8641 0.5158
B 0.6007 -0.4878 -0.2051
O 0.8304 0.8545 1.5035
C 0.1106 0.4457 -0.5467
C 0.8931 -0.7174 -0.0730
C -0.0816 0.4452 0.4822
B -1.2847 0.3255 -0.8133
O 2.4334 -0.2682 0.6221
O 0.4946 0.5097 -1.6568
C 0.9104 -0.9195 0.3778
O 0.0942 -0.4397 0.5060
C 1.8361 -0.2370 0.3221
C 1.4303 -1.1655 -0.5295
C -0.1309 -1.7294 -1.1946
I -0.5721 -0.9680 -0.8257
C -1.7719 -0.5315 -0.5107
C -1.8803 2.2414 1.0722
C -0.1207 0.5178 0.5224
C -0.7381 1.1209 1.0891
O -0.1984 0.0205 0.6223
H 1.1139 -0.2518 -0.2072
H -0.6042 -1.0088 0.1176
H -0.2604 0.0676 -0.8929
H -0.9487 0.4759 -0.5732
H 0.5895 0.5204 -0.4876
H 0.0171 -0.2525 -0.8586
H 0.3818 0.7936 -0.9153
H 0.5256 0.0535 0.7457
H -1.0249 -0.8790 0.0648
H -0.3629 -0.4483 0.6084
H 0.6894 -0.8640 -0.5567
H -1.1908 0.1791 -0.2040
H -0.8249 0.8920 0.3206
C 0.0743 -0.2798 -0.3160
C -0.4159 0.3262 0.1921
O 0.4117 -0.2296 -0.3260
C -0.1795 0.0382 0.3113
C -0.4110 -0.0452 -0.5036
O 0.1126 1.0568 -0.0612
H -0.0198 0.0676 -0.0329
H 0.0495 0.0024 -0.0017
H -0.0807 0.0475 -0.1782
H 0.0313 -0.1468 0.0373
H 0.1483 -0.2632 0.0090
H 0.0364 -0.0047 -0.0446
H 0.1643 -0.0799 0.2153
H 0.0702 0.1080 0.1718
C 0.0345 -0.3134 0.1667
C 0.6169 0.1255 0.4166
O -0.2125 -0.0961 -0.4438
C 0.1487 -0.2202 0.2122
C -0.5074 0.3175 0.2299
O 0.1332 0.4695 0.4422
H -0.0111 0.0968 0.0528
H -0.0233 -0.0184 -0.0462
H -0.0643 0.1006 -0.0333
H 0.0209 -0.0935 -0.0161
H -0.0598 -0.3069 -0.0184
H -0.0406 0.0023 -0.0358
H 0.1867 -0.1858 -0.0713
H 0.2035 0.0055 -0.0045
C -0.0419 0.1901 0.0505
C -0.1353 0.1612 -0.2114
O 0.3800 -0.2828 0.1597
C -0.1817 0.3172 0.1491
C -0.4098 -0.4834 -0.0205
O -0.2626 0.0780 -0.6494
H -0.0594 -0.0868 -0.0414
H 0.0309 -0.0058 0.0322
H -0.0045 -0.1228 -0.0314
H -0.0163 0.1019 0.0629
H 0.0878 0.0446 0.2500
H 0.0165 -0.0439 0.0244
H 0.1526 0.2118 0.0511
H 0.0632 0.1456 -0.1115

Löwdin population analysis, charges in e, atoms 1 to 8:
1 C -0.0659
2 C -0.2311
3 O 0.0217
4 B -0.5050
5 O 0.1434
6 C 0.0435
7 C -0.0530
8 C -0.0123

=====

(4)
Formula: C24H34N2O4PReS2Se2Te
Source: OMol25
Level of theory: the ωB97M-V functional and the def2-TZVPD basis

Properties
LUMO (alpha / beta) (eV): -4.1 / -4.5
Multiplicity: 4
Highest occupied orbital energy (alpha / beta) (eV): -9.765 / -9.767
Total charge: +1
HOMO-LUMO gap (alpha / beta) (eV): 5.68 / 5.27

Positions of all 71 atoms, in Å:
Re 0.2217 0.7371 0.0939
C 3.2813 0.4373 -3.0335
C 2.6738 0.3239 -1.6692
N 1.3575 0.3161 -1.5699
N 0.7296 0.2615 -2.8301
C -0.4359 0.7861 -2.8733
S -1.2314 1.5910 -1.5363
S -1.3473 0.7798 -4.3734
C -0.7613 -0.7958 -5.0742
C -1.3321 -1.9977 -4.3890
C -2.6391 -2.4080 -4.6340
C -3.1738 -3.4943 -3.9617
C -2.3988 -4.1986 -3.0483
C -1.0896 -3.8064 -2.8132
C -0.5624 -2.6997 -3.4653
C 3.5390 0.2064 -0.5123
C 4.8794 -0.2117 -0.6851
C 5.7125 -0.3961 0.3893
C 5.2488 -0.1292 1.6833
C 3.9575 0.2917 1.8910
C 3.1019 0.4334 0.8003
O 1.8479 0.8152 1.0605
H 2.6938 1.1131 -3.6498
H 3.2687 -0.5324 -3.5361
H 4.2997 0.8002 -2.9705
H 0.3248 -0.7907 -5.0320
H -1.0725 -0.7249 -6.1166
H -3.2407 -1.8727 -5.3577
H -4.1923 -3.7999 -4.1566
H -2.8110 -5.0565 -2.5352
H -0.4705 -4.3838 -2.1383
H 0.4607 -2.3934 -3.2816
H 5.2487 -0.4278 -1.6746
H 6.7228 -0.7427 0.2338
H 5.9097 -0.2569 2.5293
H 3.5689 0.5120 2.8752
C 1.9798 -4.4847 -0.0036
Se 2.1463 -2.6189 0.5052
C 0.6522 -2.5774 1.7516
C -0.6969 -2.6948 1.0612
Se -1.5388 -1.0438 0.4582
C -2.2900 -0.5682 2.1900
H 2.2128 -5.1199 0.8472
H 2.7070 -4.6568 -0.7936
H 0.9888 -4.7110 -0.3886
H 0.7543 -1.6492 2.3177
H 0.7784 -3.4057 2.4504
H -1.4652 -3.1116 1.7166
H -0.6461 -3.3110 0.1691
H -3.0201 -1.3452 2.4072
H -2.7604 0.4031 2.0963
H -1.5023 -0.5272 2.9367
C -3.2958 5.1478 1.4619
C -2.3385 4.2200 0.7545
O -1.0497 4.2452 1.4212
P -0.5502 3.0443 2.3230
O -0.8251 1.7274 1.4603
Te 1.5713 3.5219 3.1128
O -1.6646 2.8133 3.4314
C -1.7268 3.6581 4.6092
C -2.9329 3.2386 5.4069
H -4.2194 5.2344 0.8897
H -2.8577 6.1396 1.5600
H -3.5418 4.7732 2.4546
H -2.1460 4.5397 -0.2684
H -2.7191 3.1971 0.7272
H -1.7930 4.6994 4.2871
H -0.7958 3.5312 5.1625
H -3.8529 3.3811 4.8407
H -2.9914 3.8359 6.3159
H -2.8608 2.1887 5.6888

Forces on the atoms, in the same order (eV/Å):
Re -0.6729 0.0989 0.2589
C 0.0386 -0.0267 -0.0002
C 0.0580 -0.1184 0.0622
N 0.1644 0.1186 -0.3497
N -0.1199 -0.0584 0.3308
C -0.1869 0.1689 -0.2108
S 0.0779 0.0935 -0.1014
S -0.0379 -0.1040 0.2479
C 0.1515 0.1445 -0.2643
C -0.0157 0.0344 0.2067
C 0.0199 -0.0029 0.0338
C 0.0292 -0.0232 0.0257
C -0.0143 0.0524 -0.0227
C -0.0487 0.0014 0.0350
C 0.0261 -0.0805 -0.0736
C 0.1543 0.0222 -0.1225
C -0.1669 0.0666 0.0467
C -0.1031 0.0253 0.1050
C 0.0977 -0.0391 -0.0425
C 0.0070 -0.0086 -0.0660
C 0.0009 0.1404 0.0527
O 0.1875 0.0065 0.0864
H 0.0473 -0.0100 0.0412
H 0.0115 -0.0156 0.0000
H 0.0479 -0.0084 -0.0149
H -0.0058 -0.0009 -0.1044
H 0.0192 -0.1127 -0.0199
H -0.0327 0.0357 -0.0072
H -0.0252 -0.0183 -0.0193
H -0.0093 -0.0402 -0.0044
H 0.0366 0.0147 0.0275
H -0.0059 -0.0083 0.0020
H 0.0221 -0.0139 -0.0612
H 0.0518 -0.0034 0.0004
H 0.0319 0.0031 0.0139
H -0.0014 0.0227 0.0130
C 0.0171 -0.0306 0.0117
Se -0.0294 -0.0399 -0.0260
C -0.0233 -0.0315 0.0278
C 0.0870 -0.0367 0.0915
Se -0.2997 -0.0844 -0.2035
C 0.0015 -0.0354 -0.0258
H -0.0123 -0.0095 -0.0129
H 0.0122 -0.0091 0.0090
H -0.0159 0.0061 0.0096
H -0.0293 -0.0431 0.0317
H -0.0003 0.0392 -0.0033
H 0.0573 -0.0215 -0.0007
H -0.0098 -0.0873 -0.0655
H 0.0143 0.0332 0.0323
H -0.0203 0.0120 -0.0040
H -0.0009 0.0094 -0.0006
C -0.0163 0.0189 -0.0314
C -0.0012 0.0448 0.0859
O -0.1242 -0.0726 -0.2063
P 0.2179 -0.0712 0.0037
O 0.6480 0.2907 0.2415
Te -0.0829 -0.1156 -0.0656
O -0.1809 -0.1824 -0.0353
C 0.0390 0.0417 -0.0732
C -0.0143 -0.0195 0.0212
H -0.0267 -0.0045 -0.0053
H 0.0031 0.0206 -0.0123
H 0.0020 -0.0158 0.0311
H 0.0092 0.0229 0.0096
H -0.0102 -0.0071 -0.0007
H -0.0095 0.0040 0.0190
H -0.0320 -0.0048 0.0166
H -0.0050 0.0240 -0.0186
H -0.0167 0.0084 0.0228
H 0.0178 -0.0100 0.0212

Löwdin population analysis, charges in e, atoms 1 to 8:
1 Re 1.2292
2 C 0.0008
3 C -0.2157
4 N -0.1550
5 N -0.0628
6 C -1.0450
7 S 0.6043
8 S 0.9397

=====

E_tot per entry: -24274.18174, -23335.43970, -60550.31785, -207681.27145 eV
Relative energy (zero: lowest compared OMol25 entry of this formula, charge and spin) per entry: 400.8, 511.9, 223.2, 53.7 kJ/mol